Entry 1:
DFT (the ωB97M-V functional and the def2-TZVPD basis) results for C18H45BF4KN3 as an isolated structure.

## Properties
lowest unoccupied orbital energy (spin up / spin down) = -2.82 / -8.06 eV
orbital gap (spin up / spin down) = 8.79 / 3.50 eV
HOMO (spin up / spin down) = -0.4266 / -0.4250 hartree
DFT total energy = -1901.26658 a.u.
multiplicity = 2
total charge = +1

Structure (XYZ):
```
72
Properties=species:S:1:pos:R:3:mulliken_charge:R:1
K 0.38 -0.51 0.17 0.376
F 2.33 -2.17 1.20 -0.180
F 3.45 -3.71 0.11 -0.333
F 1.25 -3.51 -0.24 -0.350
F 2.61 -1.83 -0.95 -0.298
N -1.06 -0.97 -2.44 1.029
N -1.69 0.08 2.11 0.928
N 2.43 1.44 0.65 0.745
C 2.27 2.34 -0.53 -0.654
C -0.01 -1.75 -3.13 -0.490
C -1.25 -2.21 2.87 -0.940
C -0.26 -1.97 -4.65 -1.432
C -2.06 -2.94 -1.31 -1.335
C 3.71 0.72 0.70 -0.648
C -1.34 0.32 -3.17 -0.921
C 2.12 2.23 1.87 -0.700
C -2.31 -1.74 -2.24 -0.893
C -2.75 -0.35 1.11 0.571
C 4.93 1.65 0.64 -1.396
C 1.96 1.40 3.16 -1.492
C -1.65 -0.82 3.25 -0.682
C -1.50 2.47 1.39 -1.213
C 2.47 1.71 -1.88 -1.333
C -4.20 -0.03 1.59 -1.691
C -1.72 1.47 -2.18 -1.002
C -1.69 1.46 2.56 -0.663
B 2.40 -2.77 0.04 0.287
H -0.92 1.61 -1.46 -0.010
H -2.78 -1.42 0.88 0.150
H -4.46 -0.75 2.37 0.414
H -3.05 -3.33 -1.10 0.442
H -2.63 1.20 -1.65 0.333
H 2.88 2.99 2.06 0.423
H -1.14 -2.97 3.65 0.444
H -1.89 2.41 -2.71 0.503
H -0.81 2.13 0.62 0.032
H -3.06 -1.10 -1.79 0.531
H 5.02 2.17 -0.31 0.240
H 0.56 -2.51 -5.13 0.474
H -1.48 -3.76 -1.74 0.451
H -0.23 -2.16 2.50 0.205
H 1.80 0.88 -2.08 0.169
H 1.21 2.59 -0.55 0.331
H 2.23 2.50 -2.59 0.475
H -0.30 -1.09 -5.29 0.304
H -1.02 -0.44 4.05 0.643
H -0.47 0.66 -3.74 0.594
H 0.13 -2.72 -2.65 0.301
H 2.89 3.23 -0.44 0.430
H -1.11 -2.64 -4.75 0.313
H -4.49 0.96 1.91 0.338
H -0.91 1.55 3.31 0.631
H 2.85 0.80 3.35 0.417
H 0.94 -1.24 -2.97 0.269
H -2.42 2.70 0.84 0.372
H -2.19 0.25 -3.84 0.303
H -1.58 -2.59 -0.39 0.146
H 4.91 2.37 1.47 0.297
H 5.84 1.07 0.78 0.464
H 1.15 0.68 3.10 0.270
H -2.51 0.20 0.21 -0.672
H 1.24 2.86 1.73 0.509
H -1.10 3.40 1.78 0.515
H 1.80 2.07 4.00 0.416
H -2.58 1.74 3.11 0.402
H -1.90 -2.64 2.11 0.303
H 3.77 -0.04 -0.08 0.267
H 3.52 1.45 -2.02 0.365
H -2.70 -2.10 -3.19 0.456
H 3.72 0.01 1.52 0.520
H -4.87 -0.17 0.74 0.473
H -2.66 -0.83 3.66 0.457
```

***

Entry 2:
DFT (the ωB97M-V functional and the def2-TZVPD basis) results for a 7-piece molecular cluster, C18H46N4O8 overall.

## Properties
lowest unoccupied orbital energy = 0.34 eV
orbital gap = 9.65 eV
structure (SMILES) = CC(N)=O.CC(N)=O.CC(N)=O.CC(N)=O.CCCCCC.OCCO.OCCO
HOMO = -0.3420 hartree
DFT total energy = -1534.33130 a.u.
total charge = 0

Structure (XYZ):
```
76
Properties=species:S:1:pos:R:3:mulliken_charge:R:1
O 11.59 -18.79 -15.58 -0.777
O 16.79 -21.04 -20.53 -0.527
O 14.71 -23.30 -16.90 -0.593
O 8.40 -14.59 -14.10 -0.660
O 5.39 -20.78 -17.51 -0.514
O 10.16 -20.72 -12.98 -0.624
O 14.27 -20.94 -19.15 -0.376
O 7.27 -18.86 -19.13 -0.555
N 16.49 -23.61 -15.56 -0.415
N 13.20 -19.94 -16.35 -0.044
N 11.64 -19.12 -12.57 -0.235
N 10.03 -15.61 -15.19 -0.340
C 11.27 -24.66 -17.75 0.998
C 10.87 -24.67 -19.28 -1.433
C 9.41 -15.24 -14.09 0.745
C 10.34 -19.90 -10.72 -0.996
C 10.78 -20.06 -12.15 0.699
C 15.64 -20.38 -20.83 -0.452
C 11.91 -19.76 -16.18 0.504
C 10.27 -25.49 -16.87 -0.890
C 10.22 -15.46 -12.87 -0.930
C 10.84 -26.68 -16.18 -0.475
C 15.06 -25.52 -16.02 -0.685
C 14.81 -19.78 -19.63 -0.530
C 11.19 -27.82 -17.12 -0.119
C 10.92 -20.72 -16.76 -0.479
C 7.17 -18.97 -17.72 0.182
C 5.85 -19.53 -17.15 -0.496
C 15.39 -24.08 -16.18 0.561
C 11.76 -29.11 -16.42 -1.294
H 14.12 -25.61 -15.47 0.021
H 11.41 -29.33 -15.41 0.335
H 9.61 -15.29 -16.05 0.223
H 11.88 -19.24 -13.55 0.094
H 12.26 -18.74 -11.87 0.223
H 13.47 -20.60 -17.07 0.109
H 11.45 -21.56 -17.20 -0.057
H 15.91 -19.57 -21.51 0.374
H 14.88 -21.37 -18.55 0.199
H 11.15 -23.80 -19.89 0.363
H 5.88 -19.67 -16.08 0.294
H 11.14 -25.47 -19.97 0.354
H 9.26 -19.77 -10.71 0.249
H 7.96 -19.62 -17.34 -0.154
H 13.97 -19.23 -20.04 0.350
H 15.01 -21.10 -21.36 0.278
H 15.44 -19.15 -19.01 0.298
H 15.07 -25.99 -17.00 0.250
H 16.57 -22.60 -15.60 0.236
H 7.41 -17.96 -17.37 0.334
H 10.10 -27.02 -15.46 0.409
H 11.25 -15.15 -13.03 0.365
H 10.14 -21.17 -16.15 0.321
H 12.32 -24.90 -17.57 -0.054
H 11.56 -29.97 -17.05 0.358
H 15.79 -26.06 -15.41 0.421
H 10.18 -16.50 -12.54 0.125
H 9.39 -25.74 -17.46 0.475
H 11.72 -26.33 -15.64 0.113
H 10.95 -16.02 -15.11 0.174
H 12.00 -27.58 -17.82 0.187
H 10.51 -20.19 -17.62 0.205
H 11.36 -23.65 -17.37 -0.571
H 4.96 -20.77 -18.37 0.292
H 9.83 -14.74 -12.15 0.302
H 17.16 -24.29 -15.21 0.216
H 10.27 -28.22 -17.53 0.252
H 13.88 -19.52 -15.74 0.214
H 17.04 -21.51 -21.33 0.336
H 10.51 -20.86 -10.22 0.305
H 9.88 -24.86 -16.08 0.308
H 10.81 -18.99 -10.36 0.309
H 12.84 -29.07 -16.30 0.288
H 9.79 -24.73 -19.30 0.384
H 6.92 -17.99 -19.35 0.328
H 5.12 -18.73 -17.32 0.314
```

***

Entry 3:
DFT (the ωB97M-V functional and the def2-TZVPD basis) results for C18H46O6PSi2Te2Ti as an isolated structure.

## Properties
lowest unoccupied orbital energy (spin up / spin down) = -10.61 / -10.61 eV
orbital gap (spin up / spin down) = 6.97 / 6.97 eV
HOMO (spin up / spin down) = -0.6462 / -0.6462 hartree
DFT total energy = -3469.93086 a.u.
total charge = +3

Structure (XYZ):
```
76
Properties=species:S:1:pos:R:3:mulliken_charge:R:1
Te 0.30 -2.77 -1.12 0.053
Te 1.50 0.56 0.34 0.113
Ti -1.00 -0.37 -0.47 -0.158
P -1.69 -3.07 0.14 0.876
Si 0.37 3.86 0.03 0.092
Si 4.82 0.03 0.31 0.159
O -3.00 -3.15 -0.72 -0.130
O -1.40 0.92 1.27 0.997
O -2.68 0.73 -0.89 -0.161
O -1.75 -1.60 0.70 -0.608
O -0.96 0.05 -2.49 0.297
O -1.78 -4.15 1.25 -0.268
C -1.15 0.46 2.64 -1.157
C 0.13 -0.11 -3.44 -0.867
C -3.28 0.41 -2.16 -0.616
C 3.17 -0.19 -0.73 -0.725
C -3.47 -4.42 -1.36 -0.318
C 4.65 -1.18 1.76 -1.039
C 0.25 3.76 1.91 -0.742
C 6.20 -0.42 -0.90 -1.040
C -2.14 0.62 -3.13 -0.686
C -4.54 -5.05 -0.52 -1.095
C 4.93 1.83 0.91 -1.059
C 1.17 5.47 -0.57 -1.100
C -2.63 1.69 1.21 -0.896
C -1.30 3.53 -0.84 -0.283
C -0.71 -4.67 2.15 -0.266
C 1.53 2.47 -0.61 -0.901
C -3.56 0.96 0.25 -0.611
C -0.20 -3.62 3.10 -0.773
H -3.91 -0.01 0.61 0.195
H -4.18 -5.33 0.46 0.269
H -4.10 1.11 -2.35 0.433
H 5.82 1.94 1.54 0.425
H -1.94 1.68 -3.31 0.412
H 5.05 2.54 0.09 0.353
H 0.56 6.33 -0.26 0.361
H -2.10 4.15 -0.43 0.525
H 2.16 5.62 -0.14 0.356
H 7.16 -0.36 -0.39 0.356
H 3.01 -1.25 -0.92 0.384
H -1.01 -3.21 3.70 0.287
H -3.82 -4.09 -2.33 0.342
H -4.40 1.57 -0.08 0.621
H -2.32 0.10 -4.07 0.588
H -1.22 -5.48 2.66 0.317
H -1.08 1.33 3.28 0.489
H 3.21 0.34 -1.68 0.514
H -1.22 3.77 -1.91 0.549
H -0.56 4.39 2.27 0.350
H -2.59 -5.06 -1.49 0.362
H -3.06 1.77 2.20 0.615
H -1.95 -0.20 2.96 0.294
H 6.10 -1.43 -1.28 0.350
H 6.25 0.26 -1.75 0.347
H 1.17 4.12 2.38 0.428
H -4.88 -5.95 -1.03 0.407
H -0.10 -0.95 -4.10 0.284
H 1.26 5.52 -1.66 0.365
H 0.52 -4.07 3.78 0.462
H 0.25 0.81 -4.00 0.388
H 0.06 -5.08 1.50 0.306
H -3.65 -0.61 -2.12 0.259
H 1.37 2.29 -1.68 0.546
H 2.58 2.74 -0.49 0.462
H 0.32 -2.82 2.56 0.018
H 0.08 2.74 2.29 0.032
H -1.62 2.48 -0.76 -0.462
H 4.09 2.14 1.54 0.340
H -2.38 2.68 0.84 0.104
H -0.20 -0.08 2.64 0.298
H -5.40 -4.38 -0.42 0.326
H 4.56 -2.21 1.42 0.344
H 1.03 -0.32 -2.87 0.197
H 3.79 -0.96 2.40 0.337
H 5.54 -1.12 2.39 0.375
```

***

Please write out number 3 again, unchanged.
DFT (the ωB97M-V functional and the def2-TZVPD basis) results for C18H46O6PSi2Te2Ti as an isolated structure.

## Properties
lowest unoccupied orbital energy (spin up / spin down) = -10.61 / -10.61 eV
orbital gap (spin up / spin down) = 6.97 / 6.97 eV
HOMO (spin up / spin down) = -0.6462 / -0.6462 hartree
DFT total energy = -3469.93086 a.u.
total charge = +3

Structure (XYZ):
```
76
Properties=species:S:1:pos:R:3:mulliken_charge:R:1
Te 0.30 -2.77 -1.12 0.053
Te 1.50 0.56 0.34 0.113
Ti -1.00 -0.37 -0.47 -0.158
P -1.69 -3.07 0.14 0.876
Si 0.37 3.86 0.03 0.092
Si 4.82 0.03 0.31 0.159
O -3.00 -3.15 -0.72 -0.130
O -1.40 0.92 1.27 0.997
O -2.68 0.73 -0.89 -0.161
O -1.75 -1.60 0.70 -0.608
O -0.96 0.05 -2.49 0.297
O -1.78 -4.15 1.25 -0.268
C -1.15 0.46 2.64 -1.157
C 0.13 -0.11 -3.44 -0.867
C -3.28 0.41 -2.16 -0.616
C 3.17 -0.19 -0.73 -0.725
C -3.47 -4.42 -1.36 -0.318
C 4.65 -1.18 1.76 -1.039
C 0.25 3.76 1.91 -0.742
C 6.20 -0.42 -0.90 -1.040
C -2.14 0.62 -3.13 -0.686
C -4.54 -5.05 -0.52 -1.095
C 4.93 1.83 0.91 -1.059
C 1.17 5.47 -0.57 -1.100
C -2.63 1.69 1.21 -0.896
C -1.30 3.53 -0.84 -0.283
C -0.71 -4.67 2.15 -0.266
C 1.53 2.47 -0.61 -0.901
C -3.56 0.96 0.25 -0.611
C -0.20 -3.62 3.10 -0.773
H -3.91 -0.01 0.61 0.195
H -4.18 -5.33 0.46 0.269
H -4.10 1.11 -2.35 0.433
H 5.82 1.94 1.54 0.425
H -1.94 1.68 -3.31 0.412
H 5.05 2.54 0.09 0.353
H 0.56 6.33 -0.26 0.361
H -2.10 4.15 -0.43 0.525
H 2.16 5.62 -0.14 0.356
H 7.16 -0.36 -0.39 0.356
H 3.01 -1.25 -0.92 0.384
H -1.01 -3.21 3.70 0.287
H -3.82 -4.09 -2.33 0.342
H -4.40 1.57 -0.08 0.621
H -2.32 0.10 -4.07 0.588
H -1.22 -5.48 2.66 0.317
H -1.08 1.33 3.28 0.489
H 3.21 0.34 -1.68 0.514
H -1.22 3.77 -1.91 0.549
H -0.56 4.39 2.27 0.350
H -2.59 -5.06 -1.49 0.362
H -3.06 1.77 2.20 0.615
H -1.95 -0.20 2.96 0.294
H 6.10 -1.43 -1.28 0.350
H 6.25 0.26 -1.75 0.347
H 1.17 4.12 2.38 0.428
H -4.88 -5.95 -1.03 0.407
H -0.10 -0.95 -4.10 0.284
H 1.26 5.52 -1.66 0.365
H 0.52 -4.07 3.78 0.462
H 0.25 0.81 -4.00 0.388
H 0.06 -5.08 1.50 0.306
H -3.65 -0.61 -2.12 0.259
H 1.37 2.29 -1.68 0.546
H 2.58 2.74 -0.49 0.462
H 0.32 -2.82 2.56 0.018
H 0.08 2.74 2.29 0.032
H -1.62 2.48 -0.76 -0.462
H 4.09 2.14 1.54 0.340
H -2.38 2.68 0.84 0.104
H -0.20 -0.08 2.64 0.298
H -5.40 -4.38 -0.42 0.326
H 4.56 -2.21 1.42 0.344
H 1.03 -0.32 -2.87 0.197
H 3.79 -0.96 2.40 0.337
H 5.54 -1.12 2.39 0.375
```